No. 1
Molecular formula: C31H22N9O4S4Zr
Method: DFT, the ωB97M-V functional and the def2-TZVPD basis

Last column: Löwdin charge in e.
Geometry (Å):
Zr  -0.0370  -0.5206  -0.5358  1.8435
O  2.5859  -2.3912  2.1491  0.0968
C  1.9207  -1.5456  1.5845  -0.4652
N  0.6134  -1.5553  1.2439  -0.0579
C  -0.3663  -2.3649  1.8436  -0.2179
C  -0.1710  -3.5254  2.5823  -0.0054
C  -1.2807  -4.1647  3.1211  -0.0770
C  -2.5597  -3.6597  2.9301  -0.0758
C  -2.7567  -2.5016  2.1879  -0.0247
C  -1.6586  -1.8629  1.6385  -0.2438
N  -1.7077  -0.7064  0.8024  -0.0599
C  -2.3924  0.3787  1.2788  -0.4690
O  -3.1282  0.4205  2.2401  0.1070
C  -2.1211  1.6338  0.4944  -0.2074
C  -2.9156  2.7514  0.6798  0.0213
C  -2.6630  3.8765  -0.0800  -0.0139
C  -1.6237  3.8424  -1.0005  -0.0229
C  -0.8651  2.6957  -1.1113  -0.1322
N  -1.0943  1.6046  -0.3635  0.0044
C  2.5420  -0.2100  1.2158  -0.1867
C  3.7967  0.1308  1.6737  0.0291
C  4.2666  1.4124  1.4250  -0.0171
C  3.4731  2.2950  0.7116  -0.0338
C  2.2494  1.8552  0.2398  -0.1146
N  1.7858  0.6287  0.4855  0.0052
H  0.8279  -3.9064  2.7318  0.1074
H  -1.1416  -5.0681  3.7003  0.1070
H  -3.4108  -4.1664  3.3655  0.1060
H  -3.7465  -2.0917  2.0443  0.1181
H  -3.7120  2.6965  1.4078  0.1329
H  -3.2705  4.7645  0.0317  0.1223
H  -1.3982  4.6920  -1.6292  0.1169
H  -0.0582  2.6274  -1.8270  0.0959
H  4.3563  -0.6032  2.2361  0.1309
H  5.2359  1.7216  1.7929  0.1213
H  3.7917  3.3078  0.5110  0.1155
H  1.6175  2.5058  -0.3494  0.0975
N  -2.8900  -2.7883  -1.1225  0.1394
C  -1.6904  -3.3608  -1.0193  -0.6599
N  -0.5309  -2.7198  -1.0895  -0.0407
C  0.5283  -3.6232  -1.0406  -0.3326
C  0.1871  -4.9124  -0.8782  -0.3073
S  -1.5304  -5.0680  -0.8168  1.1157
C  1.8524  -3.0630  -1.2639  -0.3259
C  3.0181  -3.7099  -1.4504  -0.3054
S  4.2528  -2.5859  -1.8704  1.1187
C  3.1158  -1.3000  -1.7593  -0.6713
N  1.9114  -1.6789  -1.3896  -0.0230
N  3.4580  -0.0090  -2.0080  0.1257
H  -2.9889  -1.7787  -1.0892  -0.0015
H  -3.7117  -3.3255  -0.9054  0.1164
H  0.8317  -5.7722  -0.8203  0.0890
H  3.2155  -4.7665  -1.3986  0.0898
H  4.3658  0.1471  -2.4143  0.1083
H  2.7111  0.5459  -2.4072  0.0714
O  0.2535  -1.2203  -4.1698  -0.2369
S  -0.2806  -0.0725  -3.5125  0.6667
O  0.7072  0.6398  -2.6458  -0.4290
N  -1.4683  -0.3060  -2.4381  -0.2581
C  -2.6389  0.2680  -2.8251  -0.8070
S  -4.0163  0.2851  -1.9410  0.7950
C  -2.4764  0.9944  -4.1236  -0.2259
C  -3.4434  1.6727  -4.8457  -0.0080
C  -3.0656  2.2894  -6.0304  -0.0336
C  -1.7534  2.2259  -6.4974  -0.0439
C  -0.7800  1.5384  -5.7868  -0.0187
C  -1.1779  0.9525  -4.6001  -0.2312
H  -4.4618  1.7070  -4.4825  0.1095
H  -3.8061  2.8239  -6.6100  0.1171
H  -1.4944  2.7098  -7.4292  0.1164
H  0.2368  1.4601  -6.1465  0.1270

frontier orbital gap = 7.04 eV
E_LUMO = -3.235 eV
net charge = +1
strongest force on any atom = 0.011 Eh/bohr
HOMO energy = -10.276 eV
energy relative to the best compared isomer or geometry (same formula, charge and spin) = 0.0 kcal per mole

No. 2
Molecular formula: C31H23BrCeF6N3O4Sb
Method: DFT, the ωB97M-V functional and the def2-TZVPD basis

Last column: Löwdin spin population.
Geometry (Å):
Ce  0.8237  1.4745  -0.2131  1.0133
C  -3.7655  -0.1457  3.3226  0.0001
C  -3.0229  0.9593  2.5536  0.0005
C  -2.8928  2.3247  2.7750  -0.0001
C  -1.9977  2.8026  1.7731  0.0005
N  -1.4977  1.7950  1.1301  -0.0019
N  -2.1018  0.6083  1.5795  -0.0001
C  -1.6278  4.2469  1.7105  0.0001
H  -4.3010  0.1933  4.2275  0.0000
H  -3.0061  -0.8705  3.5901  0.0000
H  -4.4709  -0.6119  2.6776  0.0000
H  -3.3536  2.8474  3.5977  0.0000
H  -2.4490  -0.0531  0.9383  0.0000
H  -0.5824  4.3232  1.5128  0.0000
H  -1.9416  4.6354  2.6903  0.0000
H  -2.2095  4.7354  0.9433  0.0000
F  2.4286  1.9411  -4.9269  0.0000
C  1.3378  2.3453  -4.2993  -0.0001
F  1.4221  3.7008  -4.1942  0.0000
F  0.3059  2.0042  -5.0684  0.0000
C  1.1847  1.6743  -2.8616  -0.0004
O  2.2192  1.3402  -2.2362  -0.0003
O  0.0479  1.5851  -2.4064  -0.0034
F  1.4614  -5.0588  -5.4430  0.0000
C  0.9937  -4.3520  -4.4120  0.0000
C  0.6865  -3.0428  -4.6089  0.0000
C  0.0583  -2.3101  -3.6078  0.0000
C  -0.4493  -3.0008  -2.4986  0.0000
C  -0.0718  -4.3514  -2.2542  0.0000
C  0.6477  -4.9959  -3.2124  0.0000
Sb  -1.6953  -1.9954  -1.0522  0.0001
C  -0.0009  -1.6595  0.2637  -0.0005
C  0.0391  -1.7715  1.6397  -0.0002
C  1.1672  -1.4400  2.3710  0.0000
C  2.3349  -1.1440  1.7386  -0.0001
F  3.3784  -0.8539  2.5148  0.0000
C  2.4291  -1.1226  0.3618  -0.0004
C  1.2593  -1.3931  -0.3510  -0.0003
C  -2.3919  -3.7139  -0.0297  0.0001
C  -1.8062  -4.6062  0.8050  0.0000
C  -2.3612  -5.7750  1.2398  0.0000
C  -3.6527  -6.0133  0.8155  0.0000
F  -4.3370  -7.0475  1.4170  0.0000
C  -4.3746  -5.1139  -0.0171  0.0000
C  -3.6777  -4.0373  -0.4132  0.0000
H  0.9355  -2.5297  -5.5436  0.0000
H  -0.3722  -1.3841  -3.9203  0.0000
H  -0.3984  -4.9374  -1.3928  0.0000
H  0.8143  -6.0703  -3.0789  0.0000
H  -0.8692  -1.9250  2.1750  0.0000
H  1.1933  -1.4443  3.4893  0.0000
H  3.2871  -0.7492  -0.1292  0.0001
H  1.3806  -1.2875  -1.4368  0.0001
H  -0.8212  -4.4529  1.2526  0.0000
H  -1.8247  -6.4352  1.8797  0.0000
H  -5.3651  -5.3777  -0.3278  0.0000
H  -4.1584  -3.2450  -1.0457  0.0000
Br  6.5842  5.9511  2.6784  0.0000
C  4.8640  5.9527  1.9255  0.0000
C  4.4359  7.1706  1.4016  0.0000
N  3.3379  7.2527  0.6651  0.0000
C  2.6467  6.1738  0.3029  0.0000
C  2.9927  4.8990  0.8155  -0.0002
C  4.1040  4.8508  1.6488  0.0000
C  2.1579  3.7118  0.5146  0.0000
O  1.1627  3.8105  -0.2767  -0.0038
O  2.4099  2.6209  1.0525  -0.0028
H  5.0244  8.0802  1.5778  0.0000
H  1.7760  6.4077  -0.2933  0.0000
H  4.5157  3.8996  1.9831  0.0000

frontier orbital gap (alpha / beta) = 8.45 / 8.51 eV
E_LUMO (alpha / beta) = -3.175 / -3.118 eV
net charge = +1
strongest force on any atom = 0.073 Eh/bohr
HOMO energy (alpha / beta) = -11.628 / -11.628 eV
multiplicity = 2
⟨S²⟩ = 0.75
energy relative to the best compared isomer or geometry (same formula, charge and spin) = 18.5 kcal per mole

No. 3
Molecular formula: C31H23Cl5INP2Pd
Method: DFT, the ωB97M-V functional and the def2-TZVPD basis

Last column: Löwdin charge in e.
Geometry (Å):
Pd  0.3579  -0.1920  0.3108  0.2357
C  -2.2994  1.2110  3.3232  -0.1203
N  -1.2026  0.4882  2.6972  -0.4646
P  -1.2827  -0.9346  1.7521  0.8598
C  -2.9545  -0.9678  1.0683  -0.3293
C  -3.3007  0.0276  0.1560  -0.1110
C  -4.5824  0.0764  -0.3649  -0.0682
C  -5.5220  -0.8732  0.0157  -0.0747
C  -5.1820  -1.8651  0.9233  -0.0727
C  -3.9012  -1.9120  1.4556  -0.0708
C  -1.1610  -2.3423  2.8685  -0.3562
C  -1.1645  -2.1815  4.2500  -0.0818
C  -1.0153  -3.2883  5.0734  -0.0764
C  -0.8573  -4.5496  4.5176  -0.0786
C  -0.8364  -4.7086  3.1376  -0.0687
C  -0.9807  -3.6075  2.3091  -0.1008
P  0.2980  1.1138  2.1285  0.8790
C  0.1872  2.9137  2.0567  -0.3218
C  0.4538  3.7524  3.1399  -0.0757
C  0.3114  5.1238  3.0071  -0.0707
C  -0.0957  5.6677  1.7955  -0.0700
C  -0.3542  4.8402  0.7140  -0.0612
C  -0.2103  3.4663  0.8405  -0.0826
C  1.3936  0.5764  3.4761  -0.3344
C  1.1044  0.9114  4.8021  -0.1095
C  1.8320  0.3561  5.8405  -0.0769
C  2.8363  -0.5651  5.5679  -0.0753
C  3.0954  -0.9377  4.2597  -0.0633
C  2.3747  -0.3730  3.2151  -0.1315
H  -3.0070  0.5009  3.7524  0.0837
H  -2.8333  1.8396  2.6061  0.0806
H  -1.9259  1.8465  4.1278  0.0724
H  -2.5609  0.7559  -0.1539  0.0562
H  -4.8448  0.8482  -1.0766  0.1088
H  -6.5210  -0.8404  -0.3995  0.1056
H  -5.9137  -2.6054  1.2190  0.1060
H  -3.6390  -2.6861  2.1652  0.1025
H  -1.2614  -1.1916  4.6786  0.0946
H  -1.0151  -3.1642  6.1486  0.1042
H  -0.7371  -5.4111  5.1617  0.1042
H  -0.6921  -5.6898  2.7051  0.1083
H  -0.9283  -3.7207  1.2315  0.0651
H  0.8057  3.3464  4.0772  0.0867
H  0.5284  5.7701  3.8473  0.1071
H  -0.1988  6.7401  1.6933  0.1074
H  -0.6564  5.2605  -0.2363  0.1109
H  -0.3926  2.8188  -0.0088  0.0776
H  0.2867  1.5811  5.0349  0.0892
H  1.6072  0.6296  6.8634  0.1053
H  3.4008  -1.0056  6.3794  0.1055
H  3.8522  -1.6803  4.0439  0.1103
H  2.5571  -0.6924  2.1984  0.0537
I  0.7176  -2.3206  -1.2284  0.0198
Cl  3.5456  1.2179  0.6406  0.7015
C  2.6886  1.5434  -0.8336  -0.6912
C  1.4179  1.0091  -1.0050  -0.4009
C  0.7535  1.4020  -2.1661  -0.7314
Cl  -0.8943  0.9001  -2.4004  0.6324
C  1.3296  2.2223  -3.1323  -0.7097
Cl  0.4572  2.6671  -4.5482  0.6756
C  2.6236  2.6976  -2.9397  -0.7109
Cl  3.3616  3.7079  -4.1218  0.6762
C  3.3052  2.3642  -1.7754  -0.7095
Cl  4.8915  2.9799  -1.5084  0.6745

frontier orbital gap = 7.64 eV
E_LUMO = -0.155 eV
strongest force on any atom = 0.009 Eh/bohr
HOMO energy = -7.792 eV
energy relative to the best compared isomer or geometry (same formula, charge and spin) = 0.0 kcal per mole